This record from OMol25 describes a 3-piece molecular cluster, C3H11NOS overall at a distorted geometry. The level of theory is ωB97M-V/def2-TZVPD.

CARTESIAN COORDINATES (ANGSTROEM)
C1 1.5381 0.5074 0.0052
C2 0.0318 0.4328 -0.2538
C3 -1.1057 1.0135 0.7749
S1 -2.6537 0.6492 -0.1221
N1 2.3685 -0.0821 -1.0373
H1 1.8121 -0.0346 0.9016
H2 1.8560 1.5616 0.4217
H3 -0.0778 0.7838 -1.2806
H4 -0.1761 -0.6984 -0.2587
H5 -0.9414 2.1011 1.1051
H6 -1.1363 0.5837 1.7188
H7 -1.6675 -0.4497 -1.4212
H8 3.2721 -0.3860 -0.6895
H9 2.4892 0.4554 -1.8925
H10 -1.9752 -2.8248 1.0604
H11 -2.1962 -1.4798 0.3296
O1 -1.4377 -2.1330 0.6385

Properties
Spin multiplicity: 1
HOMO: -0.3365 hartree
Gap between HOMO and LUMO: 8.59 eV
Relative energy (zero: lowest compared OMol25 entry of this formula, charge and spin): 3.606 eV
LUMO level: -0.56 eV